Entry a
Entry from OMol25: a cluster of 2 separate species, C11H18O in total (ωB97M-V/def2-TZVPD).

```
30
Properties=species:S:1:pos:R:3
O 1.42 -3.00 -1.96
C 1.36 -1.40 -0.25
C 1.67 0.70 -2.05
C 1.17 2.42 -0.16
C 1.60 -0.63 -2.51
C 1.49 -1.69 -1.61
C 2.50 3.28 -0.14
C 1.29 -0.10 0.17
C -3.89 1.02 2.80
C 1.40 1.00 -0.73
C -4.20 -1.47 1.96
C -3.70 -0.46 3.02
H 2.65 4.08 0.58
H 1.57 -0.94 -3.59
H -4.04 -2.51 2.03
H 0.25 2.86 -0.56
H -4.77 1.35 2.26
H -5.28 -1.50 1.85
H 1.00 2.44 0.98
H -4.23 -0.74 3.97
H 2.76 3.65 -1.14
H 1.00 -2.25 0.31
H -4.08 1.52 3.76
H 0.95 0.18 1.16
H -2.66 -0.76 3.34
H -3.64 -1.23 1.05
H 1.45 -3.15 -2.91
H 3.30 2.50 -0.04
H -3.08 1.64 2.43
H 1.74 1.49 -2.80
```

Output
Orbital gap (eV): 9.21
LUMO (eV): 0.79
Total charge: 0
SMILES string: CCc1ccc(O)cc1.CCC

Entry b
Entry from OMol25: a cluster of 2 separate species, C11H18O in total (ωB97M-V/def2-TZVPD).

```
30
Properties=species:S:1:pos:R:3
O 0.82 2.28 -1.46
C 1.56 -3.24 -0.89
C -1.57 0.62 2.04
C -1.86 1.95 1.30
C 0.03 -1.30 -1.05
C -2.76 -0.37 1.90
C 0.90 0.92 -1.39
C 2.38 -0.95 -1.52
C -0.18 0.10 -1.23
C 1.30 -1.80 -1.24
C 2.19 0.40 -1.59
C -1.38 0.97 3.51
H -0.78 -2.01 -0.88
H -2.33 1.28 3.97
H 0.93 -3.93 -0.35
H -2.49 -1.41 1.87
H -0.63 1.73 3.65
H 2.58 -3.29 -0.35
H -1.22 0.42 -1.09
H -1.21 0.01 4.05
H 3.40 -1.31 -1.71
H -0.90 2.49 1.30
H -3.54 -0.11 2.65
H 2.00 -3.74 -1.78
H -3.33 -0.05 1.00
H -0.67 0.12 1.62
H -0.09 2.58 -1.41
H -2.70 2.47 1.78
H -2.19 1.74 0.27
H 2.92 1.13 -1.90
```

Output
Orbital gap (eV): 9.14
LUMO (eV): 0.85
Total charge: 0
SMILES string: Cc1ccc(O)cc1.CC(C)C

Which structure is the least stable? The one labeled entry a.